The following is a quantum chemistry calculation of a 8-piece molecular cluster, C36H86N2O8 overall at a distorted geometry, from the OMol25 dataset.

Computed properties:
* LUMO: 0.0114 Ha
* energy relative to the best compared isomer or geometry (same formula, charge and spin): 2.141 eV
* total charge: 0
* HOMO energy: -8.670 eV

Each line ends with the Löwdin charge.
Atoms and positions in Å:
C 2.8674 -2.3539 -4.9523  -0.016
C 2.5137 -3.1681 -3.6866  -0.473
C 1.2905 -2.4911 -2.9418  -0.018
C 2.0101 -4.5761 -4.0236  -0.146
C 1.8563 -5.4899 -2.7916  -0.176
C 3.1365 -5.5650 -2.0297  -0.181
C 3.7450 -4.2356 -1.7440  -0.542
C 3.1093 -3.7280 -0.4218  -0.023
C 5.1988 -4.4234 -1.2931  -0.039
N 3.7877 -3.3864 -2.9414  -0.050
O 4.2919 -2.1271 -2.4906  -0.050
H 3.5026 -1.4960 -4.7097  0.084
H 3.2682 -2.9142 -5.7519  0.064
H 1.9372 -2.0064 -5.3492  0.071
H 0.4126 -2.5190 -3.6438  0.101
H 1.1080 -2.9525 -1.9793  0.037
H 1.4573 -1.4059 -2.8186  0.073
H 1.0888 -4.5487 -4.6074  0.119
H 2.7459 -4.9568 -4.7250  0.114
H 1.0696 -5.1107 -2.0875  0.116
H 1.4484 -6.4950 -3.1204  0.130
H 3.8730 -6.1343 -2.6633  0.142
H 3.0414 -6.1489 -1.1248  0.117
H 3.3494 -4.5982 0.2314  0.091
H 2.0852 -3.5581 -0.5571  0.025
H 3.7061 -2.8303 -0.0295  0.090
H 5.7443 -4.6514 -2.1905  0.081
H 5.1285 -5.2665 -0.5548  0.104
H 5.6891 -3.5731 -0.8170  0.082
H 5.1466 -2.0905 -2.9226  0.114
C -4.4135 1.8988 -4.1940  -0.043
C -5.2147 3.0541 -3.6167  -0.567
C -4.4638 4.3028 -3.9073  -0.039
C -6.6092 3.1071 -4.2510  -0.150
C -7.5111 4.0766 -3.4793  -0.151
C -7.6650 3.4392 -2.0336  -0.135
C -6.3854 3.3466 -1.2543  -0.533
C -5.8918 4.7257 -0.9077  -0.041
C -6.4784 2.5346 0.0159  -0.028
N -5.3953 2.6270 -2.2003  -0.076
O -4.1180 2.7485 -1.5983  -0.079
H -4.6960 1.0018 -3.6208  0.090
H -4.7026 1.6857 -5.2367  0.088
H -3.3370 2.1412 -4.1047  0.088
H -4.2159 4.3210 -4.9769  0.102
H -5.0018 5.1988 -3.6337  0.071
H -3.5276 4.2502 -3.3609  0.077
H -6.4647 3.4121 -5.2903  0.119
H -7.0442 2.0812 -4.1538  0.132
H -7.0722 5.0890 -3.4002  0.094
H -8.4832 4.0519 -4.0012  0.112
H -8.1110 2.4485 -2.2140  0.120
H -8.3521 4.0527 -1.4666  0.115
H -4.8030 4.7002 -0.8801  0.084
H -6.2801 5.1189 0.0453  0.090
H -6.2727 5.5353 -1.5647  0.082
H -6.8080 1.5339 -0.2988  0.096
H -7.1664 3.0698 0.6229  0.073
H -5.5124 2.5375 0.5343  0.088
H -3.9850 1.8611 -1.2095  0.117
C 4.1294 1.6728 -1.3007  -0.050
C 4.1258 0.6419 -0.1641  -0.515
C 2.8148 -0.0440 -0.0653  -0.065
O 5.1854 -0.2363 -0.4388  -0.050
H 5.1566 2.1944 -1.3104  0.102
H 3.3766 2.4518 -1.1585  0.052
H 3.9346 1.1844 -2.2998  0.088
H 4.2728 1.1463 0.7828  0.134
H 3.0052 -0.9609 0.4821  0.054
H 2.3788 -0.3762 -1.0859  0.100
H 2.0374 0.5309 0.3827  0.056
H 4.8425 -0.9432 -0.9971  0.037
C -0.6473 3.2423 -0.7469  -0.058
C 0.4387 4.2966 -0.9977  -0.448
C -0.0109 5.7039 -0.6732  -0.049
O 1.5522 3.9062 -0.1572  -0.071
H -0.8833 3.1035 0.3050  0.070
H -0.3820 2.2624 -1.1072  0.069
H -1.4912 3.5784 -1.3384  0.064
H 0.6997 4.1739 -2.0607  0.139
H 0.6827 6.4059 -1.0970  0.069
H -0.1524 5.8961 0.3815  0.069
H -0.8965 5.8785 -1.2925  0.078
H 1.2325 3.3092 0.5121  0.017
C 4.2615 -3.2205 3.5766  -0.052
C 3.6587 -1.9395 4.1199  -0.412
C 4.3005 -0.7247 3.4249  -0.023
O 2.2332 -1.9592 3.7961  -0.108
H 5.2715 -3.3256 3.9112  0.072
H 4.2139 -3.2930 2.4786  0.077
H 3.7507 -4.1161 3.9212  0.074
H 3.7297 -1.8856 5.2087  0.137
H 5.3477 -0.7039 3.7655  0.094
H 3.9135 0.2120 3.7765  0.071
H 4.2594 -0.6941 2.3574  0.053
H 1.7967 -2.6729 4.3356  0.074
C 1.1863 2.5743 4.8138  -0.055
C 0.5446 2.8908 3.4437  -0.480
C 0.4382 4.3409 3.1904  -0.068
O 1.2973 2.3000 2.3517  -0.104
H 2.1034 3.1482 5.0477  0.087
H 1.2889 1.4885 4.9753  0.071
H 0.4802 2.8192 5.6167  0.071
H -0.4149 2.3551 3.4254  0.128
H 0.0072 4.8995 4.0744  0.102
H -0.1824 4.5527 2.2730  0.080
H 1.3757 4.8353 3.1245  0.074
H 1.0539 1.3348 2.2533  0.040
C -1.6015 -3.5816 6.3004  -0.065
C -0.5007 -4.1913 5.4531  -0.495
C -0.8553 -4.1604 3.9976  -0.040
O 0.7304 -3.4858 5.6701  -0.066
H -1.2668 -3.4966 7.3443  0.080
H -2.4696 -4.2639 6.2388  0.092
H -1.8200 -2.5463 5.9602  0.094
H -0.4831 -5.1686 5.8920  0.126
H -0.9901 -3.1001 3.7187  0.072
H -1.7602 -4.7183 3.8596  0.080
H -0.1592 -4.6957 3.3683  0.084
H 1.1253 -3.7429 6.5248  0.116
C -1.2838 0.2159 1.1693  -0.028
C -0.3740 -0.8838 1.8290  -0.498
C 0.0426 -1.9378 0.8049  -0.060
O 0.6820 -0.2648 2.3917  -0.074
H -0.7074 0.8131 0.4642  0.050
H -1.7121 0.9371 1.8509  0.066
H -2.1746 -0.1846 0.6765  0.079
H -1.0371 -1.4914 2.5884  0.138
H 0.7178 -2.7280 1.1748  0.072
H 0.5414 -1.4582 -0.0793  0.068
H -0.8891 -2.4239 0.4405  0.091
H 1.3004 -0.8285 2.9185  0.082

Force components x, y, z for each atom (eV/Å):
-0.75 0.27 1.35
-0.71 0.11 0.33
0.80 1.07 -1.22
0.32 -0.25 -0.25
-1.85 -0.20 -0.31
1.38 -1.77 -1.84
0.94 1.18 1.80
2.50 0.44 0.05
-0.32 -1.14 0.22
-1.13 0.11 0.36
-0.15 0.18 -0.21
-0.19 -0.20 -0.07
0.96 -0.95 -0.60
-0.67 0.63 -0.26
0.66 -0.41 0.85
-0.40 0.10 -0.17
0.15 -0.43 0.28
-0.13 0.29 0.19
0.29 -0.66 0.04
0.39 -0.06 -0.75
0.74 0.96 0.38
-0.49 0.35 0.40
-0.08 -0.04 0.32
-0.74 0.91 0.07
-1.42 0.36 0.55
-1.29 -1.18 -0.55
0.69 -0.64 -0.20
0.78 0.58 -0.77
-0.43 0.09 0.03
0.26 0.20 -0.13
0.08 -0.61 -0.40
-1.10 -1.28 0.07
0.69 0.62 0.09
0.24 -0.17 0.70
0.14 -1.21 0.83
-0.92 0.32 -1.44
1.48 0.11 -1.86
-0.19 1.76 0.16
0.47 -0.47 -1.20
-0.94 1.03 1.05
0.57 -1.12 0.57
0.46 0.18 -0.24
0.38 0.33 0.18
-0.49 -0.58 -0.17
-0.14 0.12 0.21
-0.01 0.34 0.01
0.21 0.32 0.08
-0.25 -0.26 -0.05
0.18 0.72 -0.49
-0.51 -0.46 -0.34
0.24 0.55 0.49
0.06 0.17 0.37
-0.43 0.01 0.27
-0.09 0.39 0.10
0.26 -0.65 0.14
0.59 -0.65 -0.21
0.05 0.11 0.71
-0.88 -0.04 0.81
-0.20 -0.24 -0.14
0.14 0.69 -0.30
1.09 0.89 -0.34
-0.30 1.52 -1.72
-0.81 -1.75 -1.97
0.62 -0.82 0.68
-1.49 -0.82 -0.21
-0.04 -0.03 0.06
0.33 0.32 1.02
0.57 0.10 0.28
-0.52 -0.16 0.40
0.97 0.50 1.31
-0.31 0.51 0.56
-0.10 -0.07 -0.09
-0.21 0.84 -0.63
0.26 -1.85 1.55
-0.23 -0.27 -1.41
0.38 1.07 -1.43
-0.25 0.44 0.19
0.46 -0.31 -0.36
-0.71 -0.24 0.25
0.34 0.40 0.30
0.71 0.42 0.19
-0.20 -0.08 0.12
-0.40 0.12 0.52
-0.08 -0.46 0.77
-0.34 -0.45 -0.23
-0.98 0.06 -1.59
0.61 -0.32 1.80
0.10 -0.54 0.65
0.87 0.01 0.02
0.11 0.43 0.32
-0.31 -0.02 0.34
0.29 0.14 -0.03
-0.10 -0.09 -0.43
-0.61 0.47 0.30
-0.06 -0.52 -0.68
0.37 0.91 -0.48
-0.48 -0.11 0.43
0.91 -2.05 0.13
-2.12 1.67 0.30
-0.19 -0.05 -0.02
-0.24 -0.51 -0.45
0.52 0.33 -0.45
-0.11 0.38 -0.17
-0.19 0.52 0.16
-0.16 -0.82 -0.86
0.70 -0.08 0.96
1.18 0.03 -0.61
0.22 0.98 0.50
-0.20 0.83 -0.05
-0.45 0.62 1.04
0.22 0.24 0.15
0.49 -0.38 0.21
-0.18 -0.19 -0.20
0.14 0.66 0.13
-0.23 -0.66 0.13
0.84 -1.13 -0.37
0.09 -0.64 -0.24
-0.86 0.03 -0.03
0.63 0.29 -0.18
-0.42 0.17 -0.60
0.24 -0.63 0.13
-3.14 -1.70 -0.39
-0.32 0.04 -1.31
1.61 1.14 1.35
0.11 -0.28 -0.17
0.24 0.08 0.77
0.36 -0.37 -0.20
1.06 1.35 -0.86
-0.26 0.47 0.22
-0.40 -0.38 0.75
0.57 0.13 0.08
-0.39 -0.21 -0.27